Density functional theory data (wB97M-V/def2-TZVPD) for a structure of composition C10H5AsN2O6S3Y at a distorted geometry.

Output
F_max in eV/A: 1.11
Total charge: -1
HOMO level in eV: -5.261
Gap between HOMO and LUMO in eV: 7.246

Each line ends with the Mulliken charge.
Geometry (Å):
1 Y 1.01 -0.13 0.90  1.08
2 O 0.91 0.57 -3.47  -0.64
3 As 0.49 0.24 -1.82  1.03
4 O 1.14 1.39 -0.79  -0.70
5 O 1.04 -1.22 -1.22  -0.68
6 C -1.43 0.14 -1.98  -0.09
7 C -1.93 0.24 -3.27  -0.29
8 C -3.29 0.05 -3.52  -0.60
9 C -4.15 -0.23 -2.49  -0.53
10 C -3.67 -0.33 -1.19  -0.58
11 C -2.32 -0.15 -0.92  0.39
12 S -1.86 -0.21 0.79  1.62
13 O -1.04 1.00 0.96  -0.63
14 O -3.05 -0.31 1.56  -0.71
15 O -0.90 -1.33 0.93  -0.69
16 H 1.85 0.79 -3.52  0.34
17 H -1.27 0.45 -4.10  0.48
18 H -3.67 0.14 -4.54  0.38
19 H -5.21 -0.38 -2.68  0.38
20 H -4.34 -0.53 -0.36  0.51
21 S 1.82 1.12 3.03  -0.48
22 C 3.09 -0.08 3.05  0.81
23 S 3.10 -1.38 1.88  -0.53
24 C 4.10 0.00 3.98  0.15
25 C 5.15 -0.99 4.00  0.01
26 N 6.00 -1.77 4.04  -0.53
27 C 4.17 1.04 4.96  0.03
28 N 4.26 1.87 5.76  -0.53

Density functional theory data (wB97M-V/def2-TZVPD) for a structure of composition C10H5BrHgNO5 at a distorted geometry.

Output
F_max in eV/A: 4.66
Total charge: +1
HOMO level in eV: -12.512
Gap between HOMO and LUMO in eV: 6.913

Each line ends with the Mulliken charge.
Geometry (Å):
1 O -1.13 3.18 -6.40  -0.15
2 C -1.14 3.08 -5.26  0.14
3 Hg -1.07 1.68 -1.72  1.13
4 C -1.20 1.48 1.18  -0.01
5 O -1.19 1.54 2.33  -0.13
6 C -1.15 -1.56 -1.21  0.17
7 O -1.10 -2.69 -1.22  -0.17
8 C 1.27 1.13 -1.64  0.15
9 O 2.36 0.83 -1.82  -0.13
10 C -3.61 1.02 -1.48  0.09
11 O -4.67 0.73 -1.73  -0.07
12 H -1.09 0.71 -3.13  -0.15
13 Br -0.12 -3.54 3.34  -0.13
14 C 0.71 -2.03 2.44  -0.55
15 C 1.98 -1.52 2.78  0.04
16 C 2.46 -0.35 2.15  -1.11
17 C 1.60 0.23 1.20  0.05
18 N 0.42 -0.26 0.91  -0.05
19 C -0.06 -1.34 1.48  -0.16
20 H 2.53 -2.03 3.57  0.44
21 H 3.42 0.15 2.36  0.38
22 H 1.84 1.15 0.67  0.53
23 H -1.07 -1.61 1.20  0.69

Density functional theory data (wB97M-V/def2-TZVPD) for a structure of composition C10H5HgNO5S at a distorted geometry.

Output
Energy relative to the best compared isomer or geometry (same formula, charge and spin) in kJ/mol: 14.2
F_max in eV/A: 4.24
Total charge: +2
HOMO level in eV: -17.100
Gap between HOMO and LUMO in eV: 7.618

Each line ends with the Mulliken charge.
Geometry (Å):
1 O -5.43 -2.07 0.40  -0.14
2 C -4.38 -1.64 0.41  0.15
3 Hg -1.24 -0.24 0.33  1.22
4 O -3.89 1.45 -2.14  -0.09
5 C -3.30 0.83 -1.38  0.11
6 C -1.56 -2.87 1.61  0.11
7 O -1.36 -3.86 2.14  -0.10
8 C -2.36 -2.39 -1.67  0.11
9 O -2.64 -3.14 -2.48  -0.13
10 C -2.63 0.48 2.09  0.18
11 O -2.69 1.24 2.95  -0.09
12 S 0.39 -0.61 -1.49  -0.25
13 C 1.64 0.28 -0.71  0.15
14 N 1.81 1.60 -1.03  -0.07
15 C 2.78 2.39 -0.48  -0.17
16 C 3.67 1.85 0.42  -0.55
17 C 3.55 0.49 0.75  -0.18
18 C 2.57 -0.30 0.15  -0.32
19 H 1.16 1.99 -1.72  0.30
20 H 2.75 3.43 -0.76  0.44
21 H 4.47 2.45 0.84  0.42
22 H 4.26 0.01 1.43  0.44
23 H 2.46 -1.37 0.33  0.46

Density functional theory data (wB97M-V/def2-TZVPD) for the molecule C10H5I2NO3S2 at a distorted geometry.

Output
F_max in eV/A: 9.11
HOMO level in eV: -8.764
Gap between HOMO and LUMO in eV: 7.038
SMILES string: O=C(I)CN1C(=O)c2cc(S)c(S)c(I)c2C1=O

Each line ends with the Mulliken charge.
Geometry (Å):
1 O 1.56 1.31 1.77  -0.44
2 C 1.04 0.95 2.94  0.31
3 I 2.43 1.09 4.69  0.03
4 C -0.49 0.45 3.23  -0.63
5 N -1.31 0.13 1.99  0.08
6 C -1.25 -1.27 1.43  0.33
7 O -1.62 -2.45 1.97  -0.52
8 C -0.64 -0.97 -0.08  0.09
9 C 0.04 -1.98 -1.18  -0.41
10 C 0.58 -1.27 -2.59  0.27
11 S 1.39 -2.25 -3.98  -0.21
12 C 0.41 0.38 -2.86  0.12
13 S 1.05 1.20 -4.43  -0.21
14 C -0.34 1.37 -1.73  -0.52
15 I -0.67 3.52 -2.00  0.18
16 C -0.84 0.63 -0.36  0.31
17 C -1.57 1.25 1.00  0.32
18 O -2.25 2.39 1.17  -0.50
19 H -0.41 -0.53 3.91  0.41
20 H -1.03 1.25 3.90  0.34
21 H 0.13 -3.14 -0.96  0.31
22 H 1.41 -3.63 -3.70  0.18
23 H 2.39 1.58 -4.13  0.19

Density functional theory data (wB97M-V/def2-TZVPD) for a structure of composition C10H6AlNO5 at a distorted geometry.

Output
Energy relative to the best compared isomer or geometry (same formula, charge and spin) in kJ/mol: 388.1
F_max in eV/A: 10.54
Total charge: +2
HOMO level in eV: -16.830
Gap between HOMO and LUMO in eV: 4.738

Each line ends with the Mulliken charge.
Geometry (Å):
1 O -1.99 5.54 0.59  -0.13
2 C -2.00 4.43 0.35  0.13
3 Al 0.58 0.14 0.46  0.57
4 C -0.37 -1.05 -0.87  0.16
5 O -0.44 -1.59 0.30  -0.35
6 C -0.31 -1.61 -3.20  0.58
7 O 0.46 -1.18 -4.01  -0.01
8 C 1.95 -0.87 -0.87  0.42
9 O 2.64 -1.59 -1.45  -0.17
10 C -1.25 -1.22 -2.02  0.65
11 O -2.46 -1.43 -2.04  -0.22
12 H 1.30 1.44 0.42  -0.36
13 C 0.03 -0.17 5.19  -0.13
14 C 0.33 1.03 4.51  -0.71
15 C 0.45 1.03 3.12  0.02
16 N 0.36 -0.13 2.40  0.04
17 C 0.14 -1.31 3.05  0.07
18 C -0.07 -1.33 4.43  -0.70
19 H -0.14 -0.15 6.27  0.43
20 H 0.40 2.00 4.98  0.39
21 H 0.64 1.97 2.57  0.41
22 H 0.05 -2.20 2.41  0.53
23 H -0.34 -2.30 4.87  0.39

Density functional theory data (wB97M-V/def2-TZVPD) for a structure of composition C10H6Cl2InN2O3Sm at a distorted geometry.

Output
F_max in eV/A: 9.35
Total charge: +4
HOMO level (alpha / beta) in eV: -21.653 / -22.140
Gap between HOMO and LUMO (alpha / beta) in eV: 5.206 / 5.953
Spin multiplicity: 6

Each line ends with the Löwdin spin population.
Geometry (Å):
1 Sm -0.04 0.12 -5.68  3.04
2 In -1.91 -0.30 -0.96  0.56
3 Cl 1.48 1.46 -4.22  -0.02
4 Cl -1.47 -2.52 -1.68  0.23
5 C -1.71 -2.08 1.16  0.02
6 C -1.80 1.15 -4.57  0.01
7 C -1.98 -1.22 -5.30  -0.01
8 O -1.09 -2.98 1.47  0.01
9 O -2.82 1.49 -4.11  0.03
10 O -3.02 -1.71 -5.12  0.00
11 N 2.08 0.70 0.29  0.06
12 C 1.08 0.56 -0.60  0.00
13 N -0.07 0.35 0.05  0.18
14 C 0.20 0.34 1.43  0.09
15 C -0.66 0.23 2.51  0.26
16 C -0.08 0.24 3.78  0.01
17 C 1.31 0.33 3.93  0.15
18 C 2.17 0.49 2.83  0.31
19 C 1.57 0.51 1.58  0.03
20 H 3.06 0.87 0.05  0.00
21 H 1.19 0.72 -1.67  0.00
22 H -1.74 0.16 2.32  0.01
23 H -0.72 0.19 4.67  0.00
24 H 1.73 0.29 4.93  0.00
25 H 3.26 0.58 2.90  0.01

Density functional theory data (wB97M-V/def2-TZVPD) for the ion C10H6NO4 with charge -1 at a distorted geometry.

Output
Energy relative to the best compared isomer or geometry (same formula, charge and spin) in kJ/mol: 165.5
F_max in eV/A: 3.94
Total charge: -1
HOMO level (alpha / beta) in eV: -4.924 / -4.925
Gap between HOMO and LUMO (alpha / beta) in eV: 7.649 / 7.654

Each line ends with the Mulliken charge.
Geometry (Å):
1 C 1.85 1.84 1.82  -0.66
2 C 0.58 1.75 2.30  -0.39
3 C 2.14 1.33 0.60  -0.68
4 C -0.39 1.00 1.68  -0.43
5 C 1.09 0.61 -0.14  0.74
6 C -0.15 0.47 0.39  0.58
7 C 1.32 -0.11 -1.42  -0.71
8 C 0.44 -0.82 -2.01  -0.29
9 C -2.09 -2.46 -2.06  0.61
10 C -1.93 -1.13 0.23  0.60
11 N -1.03 -0.24 -0.32  -0.42
12 O -1.14 -3.15 -2.33  -0.66
13 O -2.34 -0.94 1.38  -0.69
14 O -2.96 -1.94 -2.68  -0.58
15 O -2.33 -2.11 -0.51  -0.38
16 H 2.52 2.61 2.15  0.32
17 H 0.43 2.24 3.21  0.40
18 H 3.12 1.25 0.19  0.34
19 H -1.31 1.15 2.12  0.43
20 H 2.30 0.09 -1.90  0.29
21 H -0.15 -1.45 -2.69  0.59

Density functional theory data (wB97M-V/def2-TZVPD) for a structure of composition C10H7N3O6Rh at a distorted geometry.

Output
F_max in eV/A: 12.05
Total charge: +3
HOMO level (alpha / beta) in eV: -17.912 / -19.853
Gap between HOMO and LUMO (alpha / beta) in eV: 4.683 / 3.341
Spin multiplicity: 5

Each line ends with the Löwdin spin population.
Geometry (Å):
1 O -0.28 0.03 -7.51  0.00
2 C -0.38 0.04 -6.40  0.00
3 Rh 0.42 -0.05 -1.47  1.50
4 O 1.64 -2.67 -2.38  0.10
5 C 1.35 -1.57 -2.04  0.12
6 C -0.85 1.43 -1.60  0.16
7 O -1.46 2.37 -1.34  0.08
8 C -1.17 -1.18 -1.60  0.16
9 O -1.99 -1.95 -1.33  0.08
10 C 1.69 1.20 -2.04  0.12
11 O 2.22 2.19 -2.38  0.09
12 C -2.42 0.29 2.60  0.06
13 N -1.10 0.13 2.15  0.21
14 C -0.10 0.01 3.05  0.08
15 C 1.16 -0.14 2.59  0.31
16 C 1.46 -0.18 1.17  0.12
17 N 0.37 -0.04 0.43  0.24
18 C -0.89 0.11 0.87  0.03
19 O -1.81 0.22 0.00  0.24
20 N 2.69 -0.32 0.62  0.23
21 H -3.18 0.39 1.79  0.00
22 H -2.61 1.23 3.27  0.03
23 H -2.83 -0.56 3.27  0.03
24 H -0.35 0.04 4.10  0.00
25 H 2.06 -0.25 3.26  0.01
26 H 3.50 -0.43 1.28  0.00
27 H 2.84 -0.35 -0.36  0.01

Density functional theory data (wB97M-V/def2-TZVPD) for a structure of composition C10H7N3SScSe2Te2.

Output
Energy relative to the best compared isomer or geometry (same formula, charge and spin) in kJ/mol: 0.0
F_max in eV/A: 0.85
Total charge: +1
HOMO level in eV: -10.608
Gap between HOMO and LUMO in eV: 6.887

Each line ends with the Mulliken charge.
Geometry (Å):
1 Sc -0.10 -0.63 -0.37  0.85
2 N -3.95 0.99 0.30  0.01
3 C -3.84 1.72 -0.87  0.74
4 C -4.74 2.51 -1.57  -1.05
5 C -4.27 3.10 -2.72  -0.47
6 C -2.95 2.92 -3.16  -0.62
7 C -2.05 2.14 -2.47  -0.83
8 C -2.52 1.53 -1.30  0.78
9 N -1.86 0.70 -0.40  -0.24
10 C -2.76 0.41 0.54  0.14
11 C -2.41 -0.46 1.65  -0.25
12 C -3.13 -0.85 2.73  -0.17
13 S -2.19 -1.86 3.74  -0.05
14 C -0.89 -1.72 2.65  -0.01
15 N -1.12 -0.97 1.61  0.17
16 H -4.78 0.90 0.87  0.23
17 H -5.76 2.65 -1.23  0.40
18 H -4.93 3.73 -3.30  0.40
19 H -2.63 3.42 -4.07  0.40
20 H -1.03 2.01 -2.81  0.38
21 H -4.15 -0.60 2.99  0.37
22 H 0.06 -2.22 2.81  0.27
23 Se 2.32 -0.17 0.28  -0.33
24 Te 2.15 -2.69 0.33  0.03
25 Te 1.00 -3.01 -2.11  0.11
26 Se -1.40 -2.54 -1.51  -0.26

Density functional theory data (wB97M-V/def2-TZVPD) for a structure of composition C10H7NO4Y at a distorted geometry.

Output
Energy relative to the best compared isomer or geometry (same formula, charge and spin) in kJ/mol: 647.5
F_max in eV/A: 14.07
Total charge: +3
HOMO level (alpha / beta) in eV: -21.224 / -20.057
Gap between HOMO and LUMO (alpha / beta) in eV: 7.408 / 5.301

Each line ends with the Mulliken charge.
Geometry (Å):
1 O -1.42 3.63 -0.10  0.07
2 C -1.68 2.60 -0.47  -0.46
3 Y -2.05 0.87 -1.15  2.62
4 O -3.42 2.47 -4.73  -0.01
5 C -3.07 2.05 -3.74  0.03
6 C -3.33 0.67 0.39  -0.16
7 O -4.04 0.56 1.23  0.09
8 C -2.53 -0.89 -1.65  -0.48
9 O -2.79 -1.92 -1.99  0.10
10 N -0.03 0.40 -0.15  -0.50
11 C 0.89 -0.52 0.42  1.40
12 C 0.84 -0.82 1.79  -0.40
13 C 1.99 -1.31 2.41  -0.56
14 C 3.15 -1.55 1.67  -0.40
15 C 3.15 -1.32 0.29  -0.56
16 C 2.02 -0.81 -0.33  -0.51
17 H -0.29 0.95 0.68  0.35
18 H 0.42 0.85 -0.98  0.34
19 H 0.00 -0.52 2.43  0.35
20 H 2.03 -1.44 3.50  0.43
21 H 4.07 -1.88 2.15  0.47
22 H 4.04 -1.48 -0.30  0.45
23 H 2.06 -0.57 -1.39  0.32

Among the records above, which one has the lowest F_max?
C10H7N3SScSe2Te2

Which of these has the highest F_max?
C10H7NO4Y

Look up the F_max of the eighth one.
12.05 eV/A

Which of these has the lowest F_max?
C10H7N3SScSe2Te2